(1)
Here is a structure of composition C24H26MnN3O2SSi from the OMol25 dataset. Energies are from ωB97M-V/def2-TZVPD.

Last column: Löwdin spin population.
Element x y z (Å)
Mn (1.493, -0.135, -0.989)  3.6951
O (1.605, -2.030, -0.857)  0.0802
C (1.990, -2.772, 0.130)  0.0127
C (1.532, -4.108, 0.210)  0.0037
C (1.963, -4.925, 1.219)  0.0045
C (2.880, -4.485, 2.202)  0.0066
C (3.335, -3.201, 2.143)  0.0013
C (2.887, -2.320, 1.128)  0.0086
C (3.399, -1.002, 1.084)  0.0087
N (2.977, -0.040, 0.329)  -0.0242
C (3.686, 1.244, 0.341)  -0.0011
C (3.779, 1.726, -1.092)  0.0011
N (2.480, 1.459, -1.733)  -0.0034
C (2.129, 2.165, -2.753)  0.0170
C (0.977, 1.956, -3.561)  0.0083
C (0.669, 2.886, -4.578)  0.0026
C (-0.416, 2.698, -5.388)  0.0065
C (-1.218, 1.554, -5.196)  0.0038
C (-0.938, 0.625, -4.228)  0.0026
C (0.176, 0.806, -3.385)  0.0075
O (0.434, -0.104, -2.489)  0.0571
H (0.823, -4.438, -0.535)  0.0003
H (1.589, -5.940, 1.266)  0.0001
H (3.209, -5.155, 2.983)  0.0004
H (4.041, -2.833, 2.880)  -0.0002
H (4.233, -0.776, 1.751)  -0.0015
H (4.674, 1.140, 0.794)  -0.0009
H (3.124, 1.963, 0.932)  -0.0001
H (4.554, 1.172, -1.626)  -0.0001
H (4.021, 2.790, -1.133)  -0.0006
H (2.780, 2.996, -3.034)  -0.0004
H (1.308, 3.753, -4.706)  -0.0001
H (-0.657, 3.412, -6.163)  0.0003
H (-2.082, 1.403, -5.832)  0.0000
H (-1.551, -0.252, -4.069)  0.0003
C (-5.008, 1.195, 1.670)  0.0001
Si (-3.783, -0.168, 2.064)  0.0007
C (-3.728, -0.408, 3.920)  0.0001
C (-4.442, -1.728, 1.312)  0.0005
C (-2.092, 0.518, 1.578)  0.0023
C (-1.775, 1.706, 2.187)  0.0008
C (-0.558, 2.365, 1.932)  0.0019
C (0.281, 1.758, 1.045)  0.0078
N (0.027, 0.587, 0.431)  0.0591
C (-1.144, -0.080, 0.669)  0.0075
S (-1.400, -1.590, -0.045)  0.0199
H (-6.017, 0.916, 1.985)  0.0000
H (-5.029, 1.374, 0.591)  0.0000
H (-4.750, 2.137, 2.158)  0.0000
H (-4.701, -0.731, 4.301)  0.0000
H (-3.448, 0.510, 4.443)  0.0000
H (-2.993, -1.176, 4.175)  0.0000
H (-5.442, -1.894, 1.725)  0.0000
H (-3.808, -2.584, 1.539)  0.0002
H (-4.510, -1.651, 0.226)  0.0001
H (-2.477, 2.162, 2.879)  0.0001
H (-0.296, 3.306, 2.393)  0.0003
H (1.209, 2.243, 0.777)  0.0014

Properties
**Gap between HOMO and LUMO (alpha / beta)**: 5.936 / 5.574 eV
**E_HOMO (alpha / beta)**: -6.480 / -6.467 eV
**Relative energy (zero: lowest compared OMol25 entry of this formula, charge and spin)**: 0.0 kcal/mol
**<S²>**: 6.04
**LUMO (alpha / beta)**: -0.54 / -0.89 eV
**Multiplicity**: 5
**Molecular weight**: 503.58 g/mol

***

(2)
Here is an isolated molecule of C5H12N2O at a distorted geometry from the OMol25 dataset. Energies are from ωB97M-V/def2-TZVPD.

Last column: Mulliken charge in e.
Element x y z (Å)
C (1.046, 0.860, 1.432)  0.0944
N (0.298, -0.235, 1.116)  0.0885
C (0.861, -1.402, 1.953)  -0.9423
C (-1.031, -0.496, 0.562)  -0.4562
C (-1.312, -0.046, -0.904)  -0.7052
N (-0.610, 1.073, -1.468)  -0.3030
C (0.363, 0.744, -2.510)  -0.8803
O (0.722, 1.980, 1.035)  -0.6123
H (1.971, 0.834, 2.017)  0.2971
H (0.627, -2.328, 1.436)  0.2899
H (1.868, -1.143, 2.298)  0.2636
H (0.233, -1.326, 2.878)  0.3847
H (-1.101, -1.625, 0.624)  0.2273
H (-1.734, -0.181, 1.333)  0.4060
H (-1.249, -0.879, -1.587)  0.4218
H (-2.389, 0.226, -0.955)  0.2290
H (-0.373, 1.780, -0.798)  0.3396
H (0.069, 1.248, -3.443)  0.2776
H (1.315, 1.227, -2.283)  0.2722
H (0.425, -0.310, -2.738)  0.3073

Properties
**Gap between HOMO and LUMO**: 8.786 eV
**SMILES**: CNCCN(C)C=O
**E_HOMO**: -7.982 eV
**Relative energy (zero: lowest compared OMol25 entry of this formula, charge and spin)**: 64.6 kcal/mol
**LUMO**: 0.80 eV
**Molecular weight**: 116.16 g/mol

***

(3)
Here is a cluster of 3 separate species, C11H16N2S in total at a distorted geometry from the OMol25 dataset. Energies are from ωB97M-V/def2-TZVPD.

Last column: Löwdin spin population.
Element x y z (Å)
C (0.467, 1.546, 0.163)  0.1127
C (0.996, 1.047, 1.301)  0.0022
C (-1.218, -0.187, 0.095)  0.1443
C (-0.752, -0.625, 1.295)  0.0069
C (-0.633, 0.921, -0.568)  0.0643
C (0.318, -0.027, 1.936)  0.1479
C (2.299, -2.727, 1.541)  0.0029
C (3.027, -2.790, 2.525)  -0.0004
C (-1.345, -1.762, 2.013)  -0.0086
C (-0.742, 1.977, -4.094)  0.0142
C (-0.547, 2.266, -2.580)  0.0488
N (0.835, -0.441, 3.131)  0.1246
N (-1.079, 1.339, -1.706)  0.3956
S (-0.922, -1.304, -2.919)  0.8549
H (1.020, 2.297, -0.295)  0.0079
H (1.828, 1.416, 1.905)  -0.0031
H (-2.069, -0.662, -0.533)  0.0030
H (1.619, -2.570, 0.723)  0.0004
H (3.720, -3.007, 3.342)  -0.0001
H (-1.784, -2.496, 1.412)  -0.0005
H (-0.390, -2.293, 2.546)  -0.0013
H (-2.094, -1.477, 2.752)  -0.0026
H (0.026, 1.364, -4.374)  0.0017
H (-1.640, 1.536, -4.309)  -0.0003
H (-0.565, 2.835, -4.837)  -0.0002
H (0.577, 2.609, -2.451)  0.0056
H (-1.155, 3.292, -2.420)  0.0347
H (1.804, -0.208, 3.365)  0.0043
H (0.396, -1.154, 3.597)  0.0045
H (-1.999, -0.713, -2.553)  0.0356

Properties
**Gap between HOMO and LUMO (alpha / beta)**: 7.624 / 6.879 eV
**E_HOMO (alpha / beta)**: -6.859 / -8.604 eV
**Relative energy (zero: lowest compared OMol25 entry of this formula, charge and spin)**: 0.0 kcal/mol
**<S²>**: 2.04
**LUMO (alpha / beta)**: 0.77 / -1.72 eV
**Multiplicity**: 3
**Molecular weight**: 208.33 g/mol

***

(4)
Here is an isolated molecule of C2H2FN at a distorted geometry from the OMol25 dataset. Energies are from ωB97M-V/def2-TZVPD.

Last column: Mulliken charge in e.
Element x y z (Å)
C (0.455, 0.149, 0.168)  -0.0484
C (-0.695, -0.494, -0.528)  0.2211
H (0.916, -0.386, 0.923)  0.2131
H (1.126, 0.593, -0.561)  0.1853
N (-1.687, -0.982, -0.927)  -0.3198
F (-0.115, 1.120, 0.925)  -0.2513

Properties
**Gap between HOMO and LUMO**: 13.013 eV
**SMILES**: N#CCF
**E_HOMO**: -12.242 eV
**Relative energy (zero: lowest compared OMol25 entry of this formula, charge and spin)**: 5.5 kcal/mol
**LUMO**: 0.77 eV
**Molecular weight**: 59.04 g/mol

***

(5)
Here is a structure of composition C11H13BF4GeNO4Pd from the OMol25 dataset. Energies are from ωB97M-V/def2-TZVPD.

Last column: Mulliken charge in e.
Element x y z (Å)
Pd (-0.153, -0.098, -0.430)  0.9041
O (-1.758, -2.499, 5.749)  -0.7101
C (-1.097, -1.459, 5.584)  0.4281
O (-0.657, -0.623, 6.396)  -0.7289
C (-0.802, -1.120, 4.106)  0.3327
C (-0.120, 0.046, 3.776)  -0.8743
C (0.108, 0.362, 2.456)  -0.3640
N (-0.327, -0.446, 1.478)  -0.2772
C (-0.976, -1.590, 1.764)  0.3693
C (-1.219, -1.952, 3.069)  -0.4840
C (-1.416, -2.405, 0.575)  0.8065
O (-2.019, -3.442, 0.691)  -0.6310
O (-1.074, -1.881, -0.589)  -0.5969
H (0.215, 0.689, 4.579)  0.4783
H (0.645, 1.246, 2.147)  0.5536
H (-1.740, -2.875, 3.285)  0.5970
C (-0.821, 0.378, -3.089)  -1.0870
Ge (-0.524, 2.103, -2.176)  0.3696
C (1.330, 2.573, -2.447)  -0.8759
C (-1.672, 3.429, -3.005)  -1.0879
C (-0.862, 1.581, -0.309)  -0.6011
H (-0.499, 0.524, -4.121)  0.4098
H (-1.867, 0.081, -3.056)  0.4165
H (-0.232, -0.474, -2.721)  0.3574
H (1.450, 2.918, -3.476)  0.3611
H (1.974, 1.709, -2.292)  0.2135
H (1.663, 3.359, -1.770)  0.3678
H (-1.386, 3.471, -4.056)  0.3389
H (-1.524, 4.414, -2.562)  0.3511
H (-2.727, 3.167, -2.933)  0.3551
H (-1.621, 1.877, 0.412)  0.4069
F (2.109, -0.579, -0.436)  -0.2675
B (3.369, -0.286, -1.122)  0.3181
F (3.740, 1.008, -0.743)  -0.3932
F (3.080, -0.328, -2.497)  -0.4181
F (4.300, -1.231, -0.753)  -0.3383

Properties
**Total charge**: -1
**Gap between HOMO and LUMO (alpha / beta)**: 5.997 / 5.823 eV
**E_HOMO (alpha / beta)**: -5.873 / -5.873 eV
**Relative energy (zero: lowest compared OMol25 entry of this formula, charge and spin)**: 48.0 kcal/mol
**LUMO (alpha / beta)**: 0.12 / -0.05 eV
**Molecular weight**: 489.06 g/mol

***

(6)
Here is a structure of composition C15H11BCl3F4GeN3Rh from the OMol25 dataset. Energies are from ωB97M-V/def2-TZVPD.

Last column: Löwdin spin population.
Element x y z (Å)
Rh (0.663, 0.412, 0.011)  3.0289
C (0.218, 0.659, -4.326)  0.0102
C (-0.542, -0.452, -4.660)  0.0066
C (-1.039, -1.277, -3.658)  0.0078
C (-0.755, -0.972, -2.342)  0.0224
N (0.001, 0.096, -2.039)  0.2156
C (0.472, 0.906, -2.991)  0.0318
C (-1.249, -1.711, -1.165)  0.0196
C (-2.144, -2.766, -1.202)  0.0081
C (-2.582, -3.307, -0.002)  0.0006
C (-2.147, -2.772, 1.201)  0.0080
C (-1.251, -1.718, 1.172)  0.0197
N (-0.805, -1.239, 0.005)  0.1960
C (-0.757, -0.986, 2.354)  0.0222
C (-1.050, -1.295, 3.667)  0.0078
C (-0.552, -0.477, 4.675)  0.0062
C (0.218, 0.629, 4.349)  0.0103
C (0.480, 0.880, 3.016)  0.0315
N (0.007, 0.078, 2.059)  0.2156
H (0.605, 1.330, -5.079)  0.0013
H (-0.756, -0.674, -5.697)  0.0005
H (-1.639, -2.140, -3.907)  0.0015
H (1.047, 1.767, -2.667)  0.0056
H (-2.509, -3.151, -2.142)  0.0015
H (-3.283, -4.131, -0.005)  0.0000
H (-2.513, -3.162, 2.139)  0.0015
H (-1.658, -2.153, 3.910)  0.0015
H (-0.773, -0.701, 5.710)  0.0005
H (0.607, 1.294, 5.106)  0.0013
H (1.062, 1.737, 2.698)  0.0056
F (-2.340, 1.936, -1.252)  -0.0004
B (-2.351, 2.432, -0.022)  -0.0008
F (-2.392, 1.567, 0.989)  -0.0008
F (-2.383, 3.717, 0.193)  0.0010
F (0.052, 2.230, 0.029)  0.4007
Cl (4.420, 1.832, 0.050)  0.1291
Ge (3.366, 0.016, -0.004)  0.3028
Cl (3.593, -1.184, 1.733)  0.1408
Cl (3.621, -1.097, -1.792)  0.1382

Properties
**Total charge**: +2
**Gap between HOMO and LUMO (alpha / beta)**: 7.841 / 5.705 eV
**E_HOMO (alpha / beta)**: -15.256 / -15.880 eV
**Relative energy (zero: lowest compared OMol25 entry of this formula, charge and spin)**: 13.5 kcal/mol
**<S²>**: 8.76
**LUMO (alpha / beta)**: -7.42 / -10.17 eV
**Multiplicity**: 6
**Molecular weight**: 601.95 g/mol